Entry 1:
A molecular structure, C2H2AgF. Source: the Open Molecules 2025 dataset; level of theory: ωB97M-V with the def2-TZVPD basis set.

Summary:
LUMO energy ... -0.027 hartree
Energy relative to the best compared isomer or geometry (same formula, charge and spin) ... 0.0 kJ/mol
E_HOMO ... -9.99 eV
Molar mass ... 152.904 g mol⁻¹
E_tot ... -324.1169 Eh

Geometry as XYZ:
```
6
C2H2AgF ωB97M-V with the def2-TZVPD basis set
C -0.860 -0.807 0.328
C -1.399 0.274 0.246
H -0.426 -1.794 0.288
F 3.219 0.197 -0.476
H -1.876 1.241 0.285
Ag 1.342 0.889 -0.671
```

Atom charges from the Mulliken analysis, given in e for atoms 1 to 4: -0.226 -0.417 0.353 -0.799



Entry 2:
A molecular structure, C2H2AgFO2 at a distorted geometry. Source: the Open Molecules 2025 dataset; level of theory: ωB97M-V with the def2-TZVPD basis set.

Summary:
LUMO energy (alpha / beta) ... 0.093 / 0.093 hartree
Energy relative to the best compared isomer or geometry (same formula, charge and spin) ... 488.1 kJ/mol
Total charge ... -1
E_HOMO (alpha / beta) ... -1.20 / -1.69 eV
2S+1 ... 2
Molar mass ... 184.902 g mol⁻¹
E_tot ... -474.5154 Eh

Geometry as XYZ:
```
8
C2H2AgFO2 ωB97M-V with the def2-TZVPD basis set
H 0.689 0.420 1.376
O -1.465 -0.642 0.107
C -0.403 -0.385 0.682
C 0.562 0.599 0.034
O 0.739 0.419 -1.236
F 0.238 -1.504 1.224
H 0.404 1.658 0.339
Ag -0.765 -0.565 -2.525
```

Atom charges from the Mulliken analysis, given in e for atoms 1 to 4: 0.265 -0.519 0.016 -0.253



Question: Look up the energy relative to the best compared isomer or geometry (same formula, charge and spin) of the first one.
Answer: 0.0 kJ/mol